A 8-piece molecular cluster, C32H80O16 overall at a distorted geometry, computed with the ωB97M-V functional and the def2-TZVPD basis.

Last column: Mulliken charge in e.
CARTESIAN COORDINATES (ANGSTROEM)
1 O 18.95 -30.51 2.82  -0.36
2 O 7.52 -15.89 2.17  -0.32
3 O 11.29 -23.10 14.69  -0.31
4 O 3.50 -26.14 6.95  -0.28
5 O 13.40 -8.13 9.00  -0.30
6 O 5.80 -24.24 7.72  -0.34
7 O 15.97 -11.22 2.68  -0.32
8 O 19.87 -27.37 3.05  -0.36
9 O 16.88 -14.71 3.17  -0.37
10 O 13.11 -23.74 16.99  -0.33
11 O 13.87 -10.34 11.22  -0.37
12 O 13.06 -19.97 8.27  -0.30
13 O 25.28 -21.45 5.03  -0.35
14 O 23.47 -22.19 7.53  -0.35
15 O 5.82 -15.92 5.32  -0.28
16 O 11.07 -16.93 8.48  -0.33
17 C 15.74 -12.52 3.21  -0.35
18 C 11.75 -24.44 15.02  -0.53
19 C 6.04 -15.80 3.93  -0.51
20 C 3.54 -24.72 6.52  -0.41
21 C 12.36 -8.77 9.79  -0.48
22 C 16.67 -13.51 2.49  -0.34
23 C 2.65 -26.94 6.17  -0.69
24 C 7.33 -16.48 3.48  -0.35
25 C 13.15 -24.31 15.72  -0.51
26 C 9.97 -16.51 9.37  -0.77
27 C 11.76 -18.04 8.96  -0.46
28 C 13.67 -20.74 7.30  -0.74
29 C 24.70 -22.82 7.12  -0.58
30 C 20.25 -29.82 2.83  -0.48
31 C 16.25 -10.09 3.43  -0.71
32 C 8.59 -16.51 1.49  -0.73
33 C 14.11 -11.71 11.60  -0.68
34 C 24.31 -20.43 5.06  -0.61
35 C 18.52 -27.43 3.46  -0.52
36 C 12.33 -18.84 7.72  -0.43
37 C 14.49 -24.04 17.44  -0.74
38 C 19.16 -31.93 2.84  -0.70
39 C 17.53 -14.76 4.43  -0.74
40 C 10.22 -23.22 13.65  -0.67
41 C 4.38 -23.93 7.59  -0.63
42 C 24.93 -22.72 5.65  -0.45
43 C 12.89 -7.05 8.31  -0.76
44 C 20.39 -28.42 2.23  -0.54
45 C 12.74 -10.14 10.34  -0.48
46 C 4.66 -15.22 5.78  -0.77
47 C 22.37 -23.05 7.56  -0.71
48 C 6.62 -23.55 6.76  -0.70
49 H 8.42 -17.58 1.35  0.30
50 H 25.79 -23.38 5.51  0.31
51 H 15.31 -23.87 16.74  0.32
52 H 16.90 -14.38 5.23  0.26
53 H 22.37 -23.88 6.85  0.35
54 H 12.35 -7.35 7.41  0.31
55 H 10.48 -23.95 12.89  0.31
56 H 11.88 -25.11 14.18  0.36
57 H 1.62 -26.65 6.38  0.27
58 H 13.26 -12.36 11.44  0.30
59 H 23.94 -20.30 6.08  0.25
60 H 14.59 -23.29 18.22  0.27
61 H 2.93 -27.97 6.42  0.23
62 H 14.41 -21.50 7.55  0.29
63 H 18.27 -27.00 4.43  0.22
64 H 18.37 -14.07 4.48  0.34
65 H 11.53 -19.14 7.05  0.32
66 H 3.73 -15.45 5.26  0.32
67 H 15.88 -12.72 4.27  0.33
68 H 18.17 -28.46 3.38  0.26
69 H 12.59 -17.73 9.60  0.27
70 H 10.21 -22.23 13.19  0.24
71 H 12.98 -21.24 6.61  0.29
72 H 5.95 -14.78 3.54  0.36
73 H 13.84 -23.86 15.00  0.34
74 H 14.29 -20.05 6.73  0.30
75 H 3.97 -24.29 8.54  0.26
76 H 21.06 -30.40 2.38  0.49
77 H 14.29 -11.84 12.67  0.27
78 H 17.83 -15.75 4.77  0.27
79 H 9.29 -23.59 14.07  0.27
80 H 17.32 -10.06 3.65  0.28
81 H 19.61 -32.01 1.85  0.35
82 H 11.13 -24.95 15.76  0.30
83 H 9.68 -15.52 9.02  0.27
84 H 5.20 -16.21 3.36  0.29
85 H 6.42 -24.05 5.81  0.27
86 H 21.50 -22.42 7.42  0.24
87 H 16.04 -9.14 2.94  0.26
88 H 7.67 -23.72 6.99  0.26
89 H 21.45 -28.19 2.12  0.30
90 H 13.77 -6.56 7.90  0.26
91 H 12.95 -18.13 7.18  0.29
92 H 22.42 -23.41 8.58  0.26
93 H 20.08 -28.33 1.19  0.33
94 H 3.90 -24.63 5.49  0.36
95 H 14.96 -12.04 11.00  0.26
96 H 11.51 -8.96 9.14  0.33
97 H 11.17 -18.67 9.64  0.34
98 H 19.63 -32.36 3.73  0.26
99 H 4.31 -22.84 7.65  0.46
100 H 12.71 -10.80 9.47  0.30
101 H 7.31 -17.57 3.46  0.30
102 H 2.80 -26.73 5.12  0.30
103 H 12.00 -8.03 10.51  0.35
104 H 2.55 -24.27 6.50  0.35
105 H 8.53 -16.14 0.46  0.25
106 H 4.56 -15.71 6.75  0.26
107 H 10.35 -16.37 10.38  0.34
108 H 4.72 -14.14 5.94  0.29
109 H 17.61 -13.00 2.26  0.35
110 H 24.15 -23.18 5.04  0.38
111 H 23.47 -20.67 4.41  0.27
112 H 12.40 -6.30 8.93  0.31
113 H 20.48 -29.87 3.89  0.30
114 H 24.78 -23.87 7.39  0.42
115 H 14.56 -25.06 17.82  0.30
116 H 15.78 -9.97 4.41  0.29
117 H 14.67 -12.66 3.02  0.24
118 H 9.51 -16.25 2.01  0.28
119 H 13.49 -25.34 15.80  0.37
120 H 17.94 -26.79 2.79  0.23
121 H 8.21 -16.19 4.06  0.30
122 H 6.39 -22.49 6.62  0.30
123 H 25.53 -22.20 7.46  0.34
124 H 11.89 -10.40 10.98  0.37
125 H 18.22 -32.47 2.89  0.23
126 H 16.18 -13.78 1.56  0.20
127 H 9.20 -17.27 9.49  0.32
128 H 24.78 -19.48 4.82  0.25

As for the structure (SMILES): COCCOC.COCCOC.COCCOC.COCCOC.COCCOC.COCCOC.COCCOC.COCCOC. The calculation puts the orbital gap at 9.674 eV. The value obtained for the total energy is -67225.6464 eV. The value obtained for the strongest force on any atom is 0.06286 hartree/bohr. As for the charge: 0.

***

A 12-piece molecular cluster, C32H82Cl8N3O23P5 overall at a distorted geometry, computed with the ωB97M-V functional and the def2-TZVPD basis.

Last column: Mulliken charge in e.
CARTESIAN COORDINATES (ANGSTROEM)
1 Cl 3.61 8.28 1.77  -0.22
2 Cl -2.06 -9.02 -1.72  -0.19
3 Cl 1.09 4.72 2.32  -0.15
4 Cl 1.53 -4.39 4.93  -0.13
5 Cl -0.82 -5.92 -1.10  0.04
6 Cl 1.58 -0.64 -5.84  -0.20
7 Cl -0.59 -1.97 4.09  -0.20
8 Cl 4.77 -0.38 -5.55  -0.17
9 P -7.25 2.67 -3.01  0.90
10 P 0.79 4.62 -3.61  0.44
11 P -1.21 -0.22 -0.26  -0.54
12 P 2.46 4.35 5.68  1.13
13 P 3.07 -5.12 -2.53  0.65
14 O 3.72 -6.18 -1.74  -0.78
15 O -2.52 -0.51 -0.91  -1.06
16 O -0.03 0.42 -1.20  1.12
17 O -1.32 0.76 1.04  -0.18
18 O 2.65 5.94 5.66  -0.26
19 O -7.47 1.87 -4.40  -0.29
20 O 0.43 4.29 -2.07  -0.23
21 O -8.08 1.83 -1.91  -0.40
22 O -5.71 2.43 -2.56  -0.11
23 O -5.84 -0.05 2.50  -0.71
24 O -0.45 -1.50 0.35  0.29
25 O -0.82 -5.92 2.52  -0.49
26 O 0.84 4.20 5.65  -0.26
27 O -0.61 5.03 -4.19  -0.40
28 O -7.65 4.08 -3.10  -0.71
29 O 2.81 -0.89 1.27  -0.66
30 O 1.75 -4.40 -1.90  0.79
31 O 1.42 3.50 -4.38  -0.30
32 O 1.62 6.00 -3.48  -0.34
33 O 4.07 -3.89 -2.88  -0.18
34 O 3.15 3.67 4.54  -0.62
35 O 2.87 3.99 7.21  -0.35
36 O 2.53 -5.52 -4.04  -0.41
37 N 1.21 -6.89 2.37  0.08
38 N 3.65 0.76 0.01  0.00
39 N -4.33 -1.02 1.18  0.31
40 C -1.13 -2.76 0.55  0.10
41 C 3.71 0.90 -6.24  -0.55
42 C 1.29 3.47 -1.32  0.67
43 C -4.57 1.43 1.13  0.39
44 C 3.83 6.68 5.86  -0.70
45 C -4.73 -2.32 1.45  -1.17
46 C 3.24 -1.37 -1.01  -0.63
47 C 1.92 -2.64 5.11  -0.61
48 C -1.80 4.23 -3.99  -0.47
49 C 2.37 0.97 -5.57  0.08
50 C 2.05 4.46 8.27  -0.69
51 C 3.20 -0.46 0.20  0.56
52 C 2.28 7.25 2.31  -0.32
53 C 1.11 -3.34 -2.55  -0.44
54 C -2.36 -6.63 -0.51  -0.74
55 C 2.97 6.00 -3.16  -0.70
56 C -6.88 2.32 -5.61  -0.58
57 C 0.19 2.91 5.70  -0.89
58 C 1.64 -6.15 1.20  -0.42
59 C 2.44 5.80 1.81  -0.13
60 C -0.21 1.17 1.81  0.74
61 C -2.21 -8.13 -0.20  -0.36
62 C 1.23 -1.76 4.03  0.08
63 C -0.12 0.43 -2.62  -0.17
64 C -5.18 1.11 -2.79  -0.38
65 C 3.68 1.78 1.06  -0.85
66 C -0.29 -7.51 4.16  -1.35
67 C -7.85 2.14 -0.55  -0.60
68 C 5.12 -3.97 -3.78  -0.69
69 C -4.91 0.03 1.72  0.87
70 C 0.02 -6.67 2.97  0.45
71 C 1.47 -6.41 -4.22  -0.76
72 H 0.63 -5.96 -4.74  0.27
73 H -0.30 1.45 -2.93  -0.22
74 H 1.55 -1.95 3.01  0.01
75 H 0.67 2.71 -0.86  -0.28
76 H 2.64 -1.07 -1.87  -0.02
77 H 3.66 1.28 2.03  0.37
78 H -1.60 3.16 -3.95  0.14
79 H 3.00 -2.50 5.03  0.38
80 H 3.88 1.06 -0.93  0.23
81 H 4.28 1.79 -5.96  0.35
82 H 1.01 4.62 7.99  0.32
83 H -3.70 -0.89 0.40  -0.05
84 H 2.19 7.30 3.39  0.15
85 H 0.18 -3.59 -3.06  0.39
86 H 4.65 6.10 6.28  0.35
87 H 3.60 7.33 6.70  0.27
88 H -5.66 0.44 -3.49  0.40
89 H -5.33 1.82 0.45  -0.51
90 H 2.42 5.39 8.69  0.25
91 H 5.14 -3.21 -4.56  0.12
92 H -1.18 -7.17 4.68  0.32
93 H -3.26 -6.38 -1.08  0.48
94 H 0.77 0.09 -3.15  -0.38
95 H 1.81 -2.96 -3.29  0.49
96 H 1.41 7.80 1.96  0.35
97 H 1.38 -6.69 0.29  0.29
98 H 0.71 0.84 1.33  -0.45
99 H 0.75 2.04 5.38  0.33
100 H 3.63 0.68 -7.30  0.36
101 H 2.06 3.67 9.02  0.25
102 H 0.51 -7.34 4.88  0.34
103 H 1.67 4.09 -0.50  -0.52
104 H -0.50 -8.57 4.01  0.36
105 H 3.44 5.05 -2.90  0.29
106 H -0.19 0.91 2.87  0.09
107 H -7.13 2.96 -0.47  0.29
108 H -0.37 -3.53 0.49  -0.60
109 H -2.27 4.52 -3.06  0.29
110 H 1.86 -7.58 2.72  0.24
111 H -0.31 2.62 6.63  0.35
112 H -3.75 1.31 0.43  -0.35
113 H -2.56 -6.11 0.43  0.17
114 H -5.02 0.63 -1.82  0.06
115 H -0.71 2.98 5.09  0.33
116 H 0.90 -2.61 -1.77  -0.56
117 H 3.28 5.22 2.19  0.29
118 H 1.75 1.72 -6.05  0.31
119 H 1.01 -6.91 -3.36  0.29
120 H 4.41 2.57 0.89  0.40
121 H 2.50 5.81 0.72  0.00
122 H -1.32 -8.25 0.40  0.14
123 H 2.72 2.28 1.09  0.06
124 H 4.09 7.17 4.92  0.22
125 H -1.78 -2.87 -0.31  0.52
126 H -4.25 2.16 1.88  0.37
127 H -5.85 2.60 -5.39  0.20
128 H 1.49 -0.71 4.17  0.18
129 H -4.20 1.39 -3.19  0.18
130 H 1.73 -7.15 -4.98  0.33
131 H 2.10 3.01 -1.89  0.42
132 H -0.22 2.25 1.89  -0.02
133 H 4.27 -1.52 -1.33  0.52
134 H -7.34 1.28 -0.12  0.15
135 H 5.10 -4.94 -4.27  0.32
136 H -6.80 1.53 -6.36  0.26
137 H -5.73 -2.47 1.87  0.41
138 H 1.03 -5.26 1.11  -0.27
139 H -4.15 -2.84 2.22  0.28
140 H 2.93 -2.36 -0.66  -0.09
141 H 3.00 6.48 -2.18  0.28
142 H 1.59 -2.29 6.09  0.34
143 H 2.40 1.15 -4.50  -0.09
144 H -4.75 -2.80 0.47  0.36
145 H -0.98 -0.14 -2.96  0.47
146 H -1.64 -2.72 1.52  0.15
147 H 6.06 -3.93 -3.23  0.29
148 H 2.71 -5.92 1.16  0.38
149 H -7.42 3.14 -6.10  0.28
150 H 3.57 6.58 -3.87  0.29
151 H -8.71 2.30 0.10  0.34
152 H -2.46 4.44 -4.83  0.34
153 H -3.06 -8.46 0.39  0.40

As for the structure (SMILES): COP(=O)(OC)OC.COP(=O)(OC)OC.COP(=O)(OC)OC.COP(=O)(OC)OC.COP(=O)(OC)OC.CNC(C)=O.CNC(C)=O.CNC(C)=O.ClCCCl.ClCCCl.ClCCCl.ClCCCl. The calculation puts the orbital gap at 9.112 eV. The value obtained for the total energy is -232711.7976 eV. The value obtained for the strongest force on any atom is 0.06233 hartree/bohr. As for the charge: 0.

***

Q: The highest strongest force on any atom belongs to which entry?
A: C32H80O16

***

Q: Among the records above, which one has the lowest orbital gap?
A: C32H82Cl8N3O23P5